(1)
ORCA calculation (wB97M-V/def2-TZVPD) on a structure of composition C5H11NO3 in a non-equilibrium geometry.

Last column: Mulliken charge in e.
Cartesian coordinates (Å):
C1 0.376 -1.927 0.929  -0.870
C2 0.695 0.261 2.048  -0.986
N1 0.431 -0.459 0.783  0.032
C3 1.178 0.101 -0.373  0.490
O1 0.999 -0.710 -1.450  -0.396
O2 2.086 0.880 -0.242  -0.555
H1 1.591 -0.389 -2.146  0.337
H2 1.316 -2.307 1.330  0.328
H3 1.668 -0.019 2.449  0.337
H4 0.172 -2.392 -0.031  0.294
H5 -0.442 -2.160 1.610  0.357
H6 -0.114 0.009 2.733  0.409
H7 0.590 1.320 1.830  0.318
C4 -1.619 1.161 -2.071  -1.166
C5 -1.300 1.161 -0.588  0.252
O3 -1.987 1.792 0.200  -0.575
H8 -0.580 0.197 0.328  0.506
H9 -2.577 1.651 -2.263  0.400
H10 -0.838 1.692 -2.623  0.251
H11 -1.646 0.138 -2.453  0.236

- LUMO level (eV) = 0.5
- F_max (eV Å⁻¹) = 3.3
- energy above the lowest of the compared OMol25 structures with the same formula, charge and spin (kcal/mol) = 86.94
- HOMO (eV) = -6.80
- DFT total energy (eV) = -12993.082



(2)
ORCA calculation (wB97M-V/def2-TZVPD) on a cluster of 3 separate species, C5H10O2 in total.

Last column: Mulliken charge in e.
Cartesian coordinates (Å):
C1 -0.667 -1.083 0.858  -0.504
C2 -0.666 0.234 1.034  -0.225
C3 -1.324 0.892 -0.142  -0.305
O1 -1.484 -0.142 -1.103  -0.374
C4 -1.207 -1.403 -0.512  -0.381
H1 -0.392 -1.832 1.593  0.436
H2 -0.334 0.786 1.907  0.420
H3 -0.761 1.718 -0.594  0.179
H4 -2.300 1.284 0.187  0.267
H5 -0.487 -1.935 -1.155  0.226
H6 -2.113 -2.024 -0.460  0.279
H7 2.038 2.448 -0.213  -0.110
H8 1.543 2.950 -0.459  0.106
C5 2.032 -0.474 -0.239  -0.101
O2 2.632 0.376 0.370  -0.423
H9 1.388 -0.249 -1.114  0.227
H10 2.101 -1.544 0.040  0.282

- LUMO level (eV) = 0.8
- F_max (eV Å⁻¹) = 0.6
- energy above the lowest of the compared OMol25 structures with the same formula, charge and spin (kcal/mol) = 89.48
- HOMO (eV) = -9.34
- DFT total energy (eV) = -9439.163
- SMILES = C1=CCOC1.[H][H].C=O



(3)
ORCA calculation (wB97M-V/def2-TZVPD) on the ion C6H9N2 with charge +1 in a non-equilibrium geometry.

Last column: Mulliken charge in e.
Cartesian coordinates (Å):
C1 -0.818 0.966 0.780  0.480
C2 0.996 0.186 -0.714  0.579
C3 -0.527 -1.244 0.305  0.275
C4 -0.549 2.242 0.586  -0.976
C5 1.772 1.156 -1.495  -1.012
C6 -0.769 -2.699 0.561  -1.160
N1 0.472 -0.811 -0.413  -0.122
N2 -1.193 -0.253 1.025  -0.055
H1 -0.010 2.952 1.172  0.341
H2 -0.836 2.902 -0.193  0.403
H3 2.598 1.434 -0.972  0.368
H4 1.219 2.165 -1.642  0.274
H5 2.175 0.694 -2.423  0.326
H6 -1.387 -2.742 1.474  0.330
H7 0.092 -3.257 0.770  0.380
H8 -1.235 -3.056 -0.303  0.288
H9 -2.001 -0.635 1.482  0.281

- LUMO level (alpha / beta) (eV) = -4.2 / -4.2
- F_max (eV Å⁻¹) = 3.8
- energy above the lowest of the compared OMol25 structures with the same formula, charge and spin (kcal/mol) = 143.84
- HOMO (alpha / beta) (eV) = -11.59 / -11.59
- net charge = +1
- DFT total energy (eV) = -9336.016



(4)
ORCA calculation (wB97M-V/def2-TZVPD) on the molecule C2H5NOS in a non-equilibrium geometry.

Last column: Mulliken charge in e.
Cartesian coordinates (Å):
N1 -1.099 -0.524 -0.014  -0.576
C1 -0.253 0.733 -0.112  -0.287
C2 1.250 0.496 -0.145  0.410
O1 1.887 1.440 0.016  -0.429
S1 1.793 -1.092 -0.063  -0.258
H1 -1.618 -0.904 -0.973  0.200
H2 -1.669 -0.770 0.896  0.212
H3 -0.634 1.112 -0.964  0.291
H4 -0.346 1.341 0.981  0.244
H5 0.688 -1.832 0.379  0.194

- LUMO level (eV) = 0.6
- F_max (eV Å⁻¹) = 6.4
- energy above the lowest of the compared OMol25 structures with the same formula, charge and spin (kcal/mol) = 62.26
- HOMO (eV) = -9.15
- DFT total energy (eV) = -16525.682
- SMILES = NCC(=O)S



(5)
ORCA calculation (wB97M-V/def2-TZVPD) on a cluster of 8 separate species, C5H26O9 in total in a non-equilibrium geometry.

Last column: Mulliken charge in e.
Cartesian coordinates (Å):
O1 0.126 -1.903 2.386  -0.425
C1 0.501 -1.272 3.579  -0.554
C2 0.820 0.238 3.419  -0.613
C3 1.333 0.696 2.076  -0.423
C4 1.351 2.239 1.988  -0.705
C5 1.759 2.746 0.597  -0.608
O2 2.675 1.977 -0.186  -0.536
H1 0.658 -1.575 1.656  0.286
H2 -0.324 -1.360 4.285  0.360
H3 1.371 -1.762 4.038  0.255
H4 1.379 0.666 4.252  0.385
H5 -0.170 0.693 3.538  0.209
H6 0.736 0.392 1.206  0.209
H7 2.270 0.267 1.689  0.501
H8 0.317 2.504 2.181  0.221
H9 2.020 2.689 2.722  0.394
H10 2.215 3.738 0.733  0.357
H11 0.876 3.067 0.038  0.411
H12 3.191 1.541 0.502  0.308
O3 1.016 1.178 -2.302  -0.562
H13 1.737 0.543 -2.238  0.296
H14 1.267 1.934 -1.756  0.264
O4 0.587 -3.052 0.038  -0.614
H15 1.081 -2.750 -0.729  0.288
H16 -0.290 -2.662 -0.059  0.319
O5 -2.632 0.945 -2.704  -0.657
H17 -1.771 0.569 -2.496  0.326
H18 -2.728 1.745 -2.176  0.304
O6 -1.998 1.298 0.851  -0.592
H19 -2.270 0.431 0.527  0.276
H20 -2.315 1.286 1.767  0.295
O7 -0.550 -0.067 -4.297  -0.636
H21 -0.164 0.749 -3.955  0.319
H22 -1.510 0.022 -4.231  0.358
O8 -0.584 -1.961 -2.171  -0.595
H23 -0.384 -1.022 -2.255  0.296
H24 -0.618 -2.282 -3.084  0.294
O9 -3.059 -2.516 -0.828  -0.617
H25 -3.028 -1.565 -0.953  0.316
H26 -2.841 -2.882 -1.688  0.294

- LUMO level (eV) = 0.1
- F_max (eV Å⁻¹) = 2.2
- energy above the lowest of the compared OMol25 structures with the same formula, charge and spin (kcal/mol) = 49.90
- HOMO (eV) = -9.81
- DFT total energy (eV) = -24033.382
- SMILES = OCCCCCO.O.O.O.O.O.O.O



(6)
ORCA calculation (wB97M-V/def2-TZVPD) on the molecule C10H15BN4O6S in a non-equilibrium geometry.

Last column: Mulliken charge in e.
Cartesian coordinates (Å):
C1 2.499 -1.258 2.036  -1.715
C2 1.922 -0.040 1.295  1.759
C3 2.991 0.880 0.712  -1.658
O1 1.127 -0.572 0.223  -0.152
N1 0.828 0.386 -0.638  -0.584
C4 -0.314 0.209 -1.254  -0.077
C5 -1.283 -0.844 -0.906  0.788
O2 -2.190 -1.160 -1.673  -0.763
N2 -1.179 -1.442 0.326  0.067
C6 -2.126 -2.504 0.646  -0.789
B1 -3.038 -2.084 1.873  0.595
O3 -2.643 -1.215 2.864  -0.689
O4 -4.213 -2.786 2.021  -0.503
C7 -0.530 1.055 -2.429  0.273
C8 -1.674 1.072 -3.179  -0.336
S1 -1.481 2.148 -4.498  -0.242
C9 0.162 2.434 -3.995  0.583
N3 1.040 3.227 -4.638  -0.397
N4 0.484 1.863 -2.865  -0.577
C10 1.027 0.691 2.272  0.201
O5 -0.106 0.325 2.448  -0.682
O6 1.529 1.707 2.999  -0.476
H1 1.725 -1.979 2.301  0.379
H2 3.232 -1.759 1.367  0.392
H3 3.048 -0.967 2.913  0.413
H4 2.540 1.762 0.259  0.388
H5 3.672 1.199 1.500  0.420
H6 3.561 0.351 -0.041  0.440
H7 -0.703 -0.929 1.074  0.321
H8 -1.594 -3.436 0.876  0.281
H9 -2.800 -2.698 -0.169  0.350
H10 -1.773 -0.795 2.801  0.401
H11 -4.749 -2.438 2.726  0.291
H12 -2.549 0.451 -2.973  0.472
H13 1.940 3.416 -4.284  0.213
H14 0.811 3.651 -5.542  0.197
H15 0.807 2.078 3.553  0.415

- LUMO level (eV) = 0.3
- F_max (eV Å⁻¹) = 3.5
- HOMO (eV) = -7.81
- DFT total energy (eV) = -40372.372
- SMILES = CC(C)(O/N=C(\C(=O)NCB(O)O)c1csc(N)n1)C(=O)O



(7)
ORCA calculation (wB97M-V/def2-TZVPD) on the ion C2H3BrNO with charge -1 in a non-equilibrium geometry.

Last column: Mulliken charge in e.
Cartesian coordinates (Å):
O1 0.984 1.728 -0.253  -0.780
N1 0.163 0.953 0.441  -0.164
C1 0.533 -0.457 0.422  -0.254
C2 -0.544 0.104 -0.460  -0.359
Br1 -2.427 -0.451 -0.062  -0.361
H1 0.143 -1.057 1.271  0.187
H2 1.535 -1.000 0.100  0.235
H3 -0.387 0.182 -1.458  0.497

- LUMO level (eV) = 3.5
- F_max (eV Å⁻¹) = 3.7
- energy above the lowest of the compared OMol25 structures with the same formula, charge and spin (kcal/mol) = 55.08
- HOMO (eV) = -2.12
- net charge = -1
- DFT total energy (eV) = -75699.707
- SMILES = [O-]N1C[C@H]1Br



(8)
ORCA calculation (wB97M-V/def2-TZVPD) on a structure of composition C47H40IrN11O8S2Se.

Last column: Löwdin spin population.
Cartesian coordinates (Å):
Ir1 -0.292 0.224 -0.880  0.036
O1 -3.603 0.276 -0.888  0.003
S1 -3.360 -0.991 -1.496  0.016
O2 -3.897 -2.189 -0.921  0.005
N1 -1.684 -1.160 -1.594  0.178
C1 -1.156 -2.354 -1.981  0.126
C2 -1.854 -3.397 -2.636  0.008
C3 -1.184 -4.477 -3.143  0.103
C4 0.218 -4.575 -3.046  0.061
C5 0.932 -3.628 -2.368  0.040
C6 2.382 -3.638 -2.306  -0.004
C7 3.022 -2.727 -1.585  0.014
C8 2.277 -1.754 -0.730  0.027
N2 0.876 -1.622 -0.985  0.234
C9 0.261 -2.528 -1.744  0.091
C10 -3.895 -0.912 -3.180  0.003
C11 -4.799 -1.853 -3.648  0.001
C12 -5.248 -1.761 -4.957  0.000
C13 -4.793 -0.740 -5.779  0.001
C14 -3.898 0.207 -5.292  0.000
C15 -3.451 0.128 -3.984  0.002
H1 -2.921 -3.336 -2.755  -0.002
H2 -1.740 -5.250 -3.657  0.005
H3 0.739 -5.404 -3.510  0.002
H4 2.919 -4.398 -2.859  -0.001
H5 4.100 -2.716 -1.492  0.001
H6 2.743 -0.765 -0.744  0.006
H7 -5.145 -2.639 -2.989  0.000
H8 -5.958 -2.485 -5.334  0.000
H9 -5.148 -0.671 -6.799  0.000
H10 -3.566 1.017 -5.928  0.000
H11 -2.796 0.885 -3.572  0.000
Se1 5.473 4.128 -4.003  0.000
N3 4.786 4.076 -2.364  0.000
C16 3.802 3.218 -2.388  0.000
C17 2.990 2.893 -1.220  0.000
C18 3.172 3.474 0.034  0.000
C19 2.345 3.088 1.062  0.000
C20 1.367 2.126 0.834  0.000
N4 1.188 1.560 -0.351  0.000
C21 1.977 1.955 -1.373  0.000
C22 1.702 1.338 -2.660  0.000
N5 0.654 0.494 -2.691  0.004
C23 0.349 -0.120 -3.832  0.000
C24 1.076 0.094 -4.997  0.001
C25 2.138 0.974 -4.984  -0.001
C26 2.463 1.616 -3.791  0.001
C27 3.548 2.581 -3.656  0.000
N6 4.329 2.928 -4.643  0.000
H12 3.951 4.213 0.173  0.000
H13 2.439 3.516 2.050  0.000
H14 0.723 1.782 1.625  0.000
H15 -0.515 -0.769 -3.817  0.001
H16 0.786 -0.424 -5.900  0.000
H17 2.717 1.181 -5.874  0.000
S2 -1.237 -0.802 1.129  0.004
C28 -0.844 -0.385 2.771  0.000
N7 -0.619 -1.442 3.559  0.000
C29 -0.540 -1.394 5.016  0.000
C30 -1.264 -0.164 5.526  0.000
C31 -0.765 1.049 4.762  0.000
N8 -0.904 0.819 3.323  0.000
H18 -0.626 -2.331 3.085  0.000
H19 0.506 -1.360 5.322  0.000
H20 -0.975 -2.310 5.414  0.000
H21 -1.085 -0.041 6.592  0.000
H22 -2.339 -0.274 5.370  0.000
H23 0.274 1.274 5.015  0.000
H24 -1.366 1.926 5.000  0.000
H25 -1.243 1.619 2.792  0.000
C32 -2.889 3.786 3.031  0.000
N9 -1.822 3.262 2.201  0.000
C33 -0.774 4.238 1.954  0.000
C34 -2.267 2.404 1.091  0.000
C35 -2.012 2.864 -0.314  0.001
C36 -2.527 4.110 -0.670  0.000
C37 -2.419 4.612 -1.952  0.000
C38 -1.784 3.827 -2.896  0.000
C39 -1.266 2.589 -2.537  0.000
C40 -1.346 2.042 -1.243  0.002
H26 -2.465 4.262 3.917  0.000
H27 -3.544 2.978 3.361  0.000
H28 -3.509 4.534 2.514  0.000
H29 -1.169 5.244 1.763  0.000
H30 -0.190 3.959 1.079  0.000
H31 -0.102 4.309 2.816  0.000
H32 -3.336 2.209 1.203  0.000
H33 -1.800 1.432 1.161  0.000
H34 -3.044 4.688 0.089  0.000
H35 -2.830 5.579 -2.208  0.000
H36 -1.683 4.169 -3.919  0.000
H37 -0.794 2.049 -3.344  0.000
O3 2.550 -2.309 0.616  0.024
C41 2.479 -1.575 1.712  0.002
O4 2.259 -0.391 1.759  0.001
C42 2.726 -2.403 2.937  0.002
C43 2.802 -3.789 2.894  0.000
C44 3.041 -4.474 4.070  0.000
C45 3.204 -3.843 5.287  0.000
C46 3.110 -2.465 5.288  0.000
C47 2.881 -1.732 4.142  0.000
N10 3.216 -1.745 6.575  0.000
O5 2.945 -0.560 6.566  0.000
O6 3.531 -2.388 7.549  0.000
N11 3.121 -5.952 4.026  0.000
O7 3.384 -6.521 5.061  0.000
O8 2.912 -6.483 2.957  0.000
H38 2.683 -4.331 1.967  0.000
H39 3.389 -4.402 6.192  0.000
H40 2.820 -0.654 4.178  0.000

- multiplicity = 2
- LUMO level (alpha / beta) (eV) = -3.5 / -4.2
- F_max (eV Å⁻¹) = 0.6
- energy above the lowest of the compared OMol25 structures with the same formula, charge and spin (kcal/mol) = 0.00
- HOMO (alpha / beta) (eV) = -9.90 / -10.35
- net charge = +1
- DFT total energy (eV) = -172006.360